No. 1
Entry from OMol25: one molecule with the formula CH3O3PS in a non-equilibrium geometry (ωB97M-V/def2-TZVPD).

As for the SMILES: OC(O)(O)P=S. For the gap between HOMO and LUMO (alpha / beta), the calculation gives 6.56 / 6.57 eV. The value obtained for the largest force on an atom is 6.0 eV/Å. For the energy relative to the best compared isomer or geometry (same formula, charge and spin), the calculation gives 3.317 eV. The calculation puts the HOMO energy (alpha / beta) at -9.036 / -9.040 eV. As for the total energy: -27349.5184 eV. The value obtained for the LUMO energy (alpha / beta) is -2.47 / -2.47 eV.

The geometry in XYZ format:
```
9
CH3O3PS | OMol25 | ωB97M-V/def2-TZVPD
O 0.953 0.519 0.630
C -0.227 -0.165 0.179
O -0.931 0.898 -0.389
O -0.935 -0.833 1.081
P 0.008 -1.478 -1.119
S 0.723 0.054 -2.743
H 1.627 -0.099 0.953
H -0.287 1.544 -0.570
H -0.932 -0.441 1.978
```

Here are the natural (NBO) charges for atoms 1 to 2, given in e: O -0.73; C 0.43

No. 2
Entry from OMol25: one molecule with the formula CH3O3PS in a non-equilibrium geometry (ωB97M-V/def2-TZVPD).

For the gap between HOMO and LUMO (alpha / beta), the calculation gives 7.34 / 7.71 eV. The value obtained for the largest force on an atom is 6.5 eV/Å. For the energy relative to the best compared isomer or geometry (same formula, charge and spin), the calculation gives 3.925 eV. The calculation puts the HOMO energy (alpha / beta) at -8.302 / -8.773 eV. As for the total energy: -27348.9109 eV. The value obtained for the LUMO energy (alpha / beta) is -0.96 / -1.06 eV.

The geometry in XYZ format:
```
9
CH3O3PS | OMol25 | ωB97M-V/def2-TZVPD
C 1.512 -0.066 -0.611
O 1.975 -0.692 -1.658
O 1.379 -3.103 -0.280
O 1.178 -4.318 1.843
P 2.113 -2.564 -1.694
S 0.940 -3.030 1.272
H 0.872 0.693 -0.812
H 0.745 -0.581 -0.070
H 2.231 0.082 0.266
```

Here are the natural (NBO) charges for atoms 1 to 2, given in e: C -0.24; O -0.75

No. 3
Entry from OMol25: an isolated ion of composition CH3O3S2 and charge -1 in a non-equilibrium geometry (ωB97M-V/def2-TZVPD).

As for the SMILES: CS(=O)(=O)S[O-]. For the gap between HOMO and LUMO, the calculation gives 6.53 eV. The value obtained for the largest force on an atom is 4.2 eV/Å. For the energy relative to the best compared isomer or geometry (same formula, charge and spin), the calculation gives 2.811 eV. The total charge is -1. The calculation puts the HOMO energy at -3.187 eV. As for the total energy: -28897.5869 eV. The value obtained for the LUMO energy is 3.35 eV.

The geometry in XYZ format:
```
9
CH3O3S2 | OMol25 | ωB97M-V/def2-TZVPD
C -0.085 0.221 -0.280
S 1.857 0.783 -0.083
O 1.962 1.144 1.332
O 1.920 1.880 -1.007
S 4.098 -0.175 -0.357
O 4.269 -1.296 0.700
H -0.209 -0.867 -0.437
H -0.447 0.796 -1.170
H -0.409 0.545 0.628
```

Here are the natural (NBO) charges for atoms 1 to 2, given in e: C -0.79; S 1.70

No. 4
Entry from OMol25: an isolated ion of composition CH3O3S2 and charge -1 in a non-equilibrium geometry (ωB97M-V/def2-TZVPD).

For the gap between HOMO and LUMO, the calculation gives 7.39 eV. The value obtained for the largest force on an atom is 3.4 eV/Å. For the energy relative to the best compared isomer or geometry (same formula, charge and spin), the calculation gives 1.544 eV. The total charge is -1. The calculation puts the HOMO energy at -3.517 eV. As for the total energy: -28898.8535 eV. The value obtained for the LUMO energy is 3.88 eV.

The geometry in XYZ format:
```
9
CH3O3S2 | OMol25 | ωB97M-V/def2-TZVPD
C 1.098 0.732 0.296
O -1.269 -2.265 0.716
O -1.844 -0.256 -0.759
O 0.183 -0.313 0.904
S 0.755 0.843 -1.435
S -0.645 -1.337 -0.197
H 0.744 1.629 0.803
H 2.089 0.572 0.568
H -1.110 0.395 -0.896
```

Here are the natural (NBO) charges for atoms 1 to 2, given in e: C -0.21; O -0.97

No. 5
Entry from OMol25: one molecule with the formula CH3O4P in a non-equilibrium geometry (ωB97M-V/def2-TZVPD).

As for the SMILES: O=COP(O)O. For the gap between HOMO and LUMO, the calculation gives 10.51 eV. The value obtained for the largest force on an atom is 3.3 eV/Å. For the energy relative to the best compared isomer or geometry (same formula, charge and spin), the calculation gives 0.593 eV. The calculation puts the HOMO energy at -9.924 eV. As for the total energy: -18565.5795 eV. The value obtained for the LUMO energy is 0.59 eV.

The geometry in XYZ format:
```
9
CH3O4P | OMol25 | ωB97M-V/def2-TZVPD
O -2.698 0.174 -0.972
C -1.896 -0.336 -0.278
O -0.597 0.107 -0.288
P 0.829 -0.269 0.656
O 1.975 -0.323 -0.469
O 1.067 1.195 1.178
H -2.167 -1.186 0.500
H 1.795 -1.048 -1.054
H 1.690 1.687 0.728
```

Here are the natural (NBO) charges for atoms 1 to 2, given in e: O -0.54; C 0.66

No. 6
Entry from OMol25: a 2-piece molecular cluster, CH3PS overall in a non-equilibrium geometry (ωB97M-V/def2-TZVPD).

As for the SMILES: C#P.S. For the gap between HOMO and LUMO, the calculation gives 10.12 eV. The value obtained for the largest force on an atom is 1.5 eV/Å. For the energy relative to the best compared isomer or geometry (same formula, charge and spin), the calculation gives 1.621 eV. The calculation puts the HOMO energy at -9.733 eV. As for the total energy: -21207.3220 eV. The value obtained for the LUMO energy is 0.38 eV.

The geometry in XYZ format:
```
6
CH3PS | OMol25 | ωB97M-V/def2-TZVPD
C -0.171 2.392 -0.447
P 0.366 1.891 0.908
H -0.406 2.741 -1.477
S 0.297 -2.217 -0.211
H -0.266 -1.382 0.740
H 0.180 -3.426 0.487
```

Here are the natural (NBO) charges for atoms 1 to 2, given in e: C -0.76; P 0.53

No. 7
Entry from OMol25: one molecule with the formula CH3PS in a non-equilibrium geometry (ωB97M-V/def2-TZVPD).

As for the SMILES: C1=[PH2]S1. For the gap between HOMO and LUMO, the calculation gives 8.30 eV. The value obtained for the largest force on an atom is 2.4 eV/Å. For the energy relative to the best compared isomer or geometry (same formula, charge and spin), the calculation gives 3.246 eV. The calculation puts the HOMO energy at -8.020 eV. As for the total energy: -21205.6978 eV. The value obtained for the LUMO energy is 0.28 eV.

The geometry in XYZ format:
```
6
CH3PS | OMol25 | ωB97M-V/def2-TZVPD
C 0.737 -1.311 -0.256
P 0.089 0.262 -0.204
S 2.052 0.219 0.022
H 0.351 -1.880 0.564
H -0.478 1.098 0.644
H -0.243 0.579 -1.465
```

Here are the natural (NBO) charges for atoms 1 to 2, given in e: C -0.79; P 0.82

No. 8
Entry from OMol25: a 18-piece molecular cluster, CH40NO17 overall in a non-equilibrium geometry (ωB97M-V/def2-TZVPD).

For the gap between HOMO and LUMO, the calculation gives 10.47 eV. The value obtained for the largest force on an atom is 4.5 eV/Å. The total charge is +1. The calculation puts the HOMO energy at -13.171 eV. As for the total energy: -37977.5039 eV. The value obtained for the LUMO energy is -2.70 eV.

The geometry in XYZ format:
```
59
CH40NO17 | OMol25 | ωB97M-V/def2-TZVPD
C -1.769 -2.868 1.217
N -1.136 -1.769 1.992
H -2.206 -3.630 1.793
H -2.506 -2.360 0.496
H -1.069 -3.243 0.428
H -0.329 -2.223 2.605
H -1.863 -1.223 2.549
H -0.841 -1.007 1.302
H -1.056 -2.586 -3.352
H -2.457 -2.317 -3.894
O -1.663 -1.857 -3.633
H -2.815 1.361 2.098
H -3.137 0.568 3.433
O -2.478 0.733 2.774
H 2.538 -2.189 -0.235
H 2.012 -2.519 1.240
O 1.907 -2.005 0.466
H 1.756 -0.509 0.966
H 1.726 0.830 0.316
O 1.390 0.389 1.080
H -4.423 1.393 -0.285
H -4.346 2.098 1.051
O -4.941 1.856 0.382
H -0.652 -0.512 4.883
H 0.555 -1.160 4.411
O -0.438 -1.353 4.424
H 0.095 5.365 0.141
H 0.206 4.735 1.451
O 0.151 4.497 0.525
H 1.236 0.360 2.818
H 2.167 0.848 4.050
O 1.479 0.261 3.744
H -0.563 1.129 -4.699
H -0.524 -0.377 -4.040
O -0.193 0.505 -4.100
H 1.871 -3.390 3.513
H 1.366 -4.522 2.663
O 1.398 -3.538 2.656
H 4.015 2.698 -1.263
H 2.486 2.518 -1.745
O 3.364 2.134 -1.673
H -0.083 1.336 -0.629
H -0.586 0.683 -1.974
O -0.492 0.603 -1.038
H 2.493 0.052 -1.902
H 3.471 0.238 -0.737
O 3.018 -0.475 -1.226
H 1.884 1.796 -4.101
H 1.731 3.196 -4.389
O 1.383 2.371 -4.667
H 1.061 -3.478 -1.988
H 0.428 -2.115 -1.964
O 0.226 -3.006 -2.261
H 1.540 3.674 0.200
H 2.499 2.629 0.541
O 2.580 3.525 0.142
H -4.045 1.095 -2.788
H -3.363 0.044 -1.896
O -4.058 0.711 -1.871
```

Here are the natural (NBO) charges for atoms 1 to 2, given in e: C -0.44; N -0.74

No. 9
Entry from OMol25: CH4BBrO2 as an isolated structure in a non-equilibrium geometry (ωB97M-V/def2-TZVPD).

For the gap between HOMO and LUMO, the calculation gives 8.31 eV. The value obtained for the largest force on an atom is 4.5 eV/Å. For the energy relative to the best compared isomer or geometry (same formula, charge and spin), the calculation gives 1.277 eV. The calculation puts the HOMO energy at -9.853 eV. As for the total energy: -75916.8654 eV. The value obtained for the LUMO energy is -1.54 eV.

The geometry in XYZ format:
```
9
CH4BBrO2 | OMol25 | ωB97M-V/def2-TZVPD
B 0.089 0.009 0.207
C 0.046 0.211 -1.352
O 0.741 -0.997 0.841
O -0.641 0.909 0.883
Br 2.064 1.837 -1.333
H 0.414 -0.346 -2.137
H -0.694 0.829 -1.826
H 0.744 -1.085 1.740
H -0.470 1.232 1.772
```

Here are the natural (NBO) charges for atoms 1 to 2, given in e: B 1.04; C -0.39

No. 10
Entry from OMol25: one molecule with the formula CH4BCl in a non-equilibrium geometry (ωB97M-V/def2-TZVPD).

For the gap between HOMO and LUMO, the calculation gives 7.84 eV. The value obtained for the largest force on an atom is 4.1 eV/Å. For the energy relative to the best compared isomer or geometry (same formula, charge and spin), the calculation gives 4.691 eV. The calculation puts the HOMO energy at -7.998 eV. As for the total energy: -14296.3122 eV. The value obtained for the LUMO energy is -0.15 eV.

The geometry in XYZ format:
```
7
CH4BCl | OMol25 | ωB97M-V/def2-TZVPD
B 0.291 1.187 0.150
C -0.159 -1.339 -0.154
Cl 1.337 -0.326 -0.005
H -0.061 1.151 1.241
H 0.017 1.772 -0.889
H -0.826 -1.072 0.744
H -0.599 -1.372 -1.087
```

Here are the natural (NBO) charges for atoms 1 to 2, given in e: B 0.16; C -0.69